C27H34NNiOSi | wB97M-V/def2-TZVPD

- Energy above the lowest of the compared OMol25 structures with the same formula, charge and spin: 0.0 kcal per mole
- Highest occupied orbital energy (spin up / spin down): -1.821 / -2.366 eV
- Orbital gap (spin up / spin down): 4.5 / 5.0 eV
- Expectation value of S²: 2.03

```
! RIJCOSX wB97M-V def2-TZVPD def2/J DEFGRID3
* xyz -1 3
C 2.22 0.08 1.47
C 2.19 -0.66 0.23
C 1.76 0.23 -0.80
H 2.56 -1.67 0.08
C 1.50 1.50 -0.21
C 1.75 1.41 1.18
H 1.31 2.43 -0.77
C -1.22 -1.39 1.87
C -0.15 -2.25 1.31
C -0.27 -2.27 -0.08
H 0.59 -2.79 1.92
C -1.44 -1.52 -0.47
C -2.01 -1.00 0.70
H 1.83 0.02 -1.88
H 1.69 2.23 1.90
H 2.48 -0.33 2.44
H -2.97 -0.48 0.75
H 0.37 -2.79 -0.79
H -1.70 -1.55 2.87
Ni 0.35 -0.06 0.89
C -2.00 -1.34 -1.86
C -3.50 -1.59 -1.84
C -1.29 -2.27 -2.85
H -3.69 -2.61 -1.50
H -3.89 -1.47 -2.85
H -4.01 -0.89 -1.18
H -1.49 -3.31 -2.57
H -0.20 -2.10 -2.88
H -1.69 -2.09 -3.86
C -1.67 0.14 -2.23
C -2.21 0.64 -3.56
H -0.57 0.26 -2.24
H -2.06 0.83 -1.45
O -3.12 0.14 -4.21
N -1.59 1.77 -4.04
C -0.41 2.45 -3.48
H -1.96 2.14 -4.91
C 0.90 1.86 -3.93
C 2.08 2.49 -3.54
H 2.01 3.38 -2.92
C 3.32 1.99 -3.94
H 4.23 2.50 -3.63
C 3.38 0.85 -4.75
H 4.35 0.46 -5.07
C 2.20 0.21 -5.14
H 2.23 -0.68 -5.77
C 0.96 0.72 -4.74
H 0.04 0.23 -5.07
H -0.48 2.43 -2.37
H -0.48 3.51 -3.76
C 1.53 -0.89 6.34
Si 0.02 0.01 5.75
C -1.54 -0.88 6.33
C 0.01 1.79 6.35
C 0.09 0.11 3.90
C -0.27 0.07 2.68
H 1.55 -0.90 7.43
H 2.43 -0.39 5.98
H 1.55 -1.91 5.98
H -1.56 -0.89 7.43
H -2.45 -0.38 5.98
H -1.57 -1.92 5.98
H 0.88 2.30 5.99
H -0.89 2.32 5.99
H 0.00 1.80 7.44
*
```